No. 1
C22H55F6N5O11S2 | the ωB97M-V functional and the def2-TZVPD basis

Each line ends with the Mulliken charge.
Atoms and positions in Å:
O: -1.10446 0.05052 -0.23462  0.61
C: 0.02443 -0.32857 0.28948  0.28
O: 0.68391 0.56308 0.87177  -0.78
O: 0.45609 -1.49361 0.16049  -0.29
H: -0.93433 0.98377 -0.08731  -0.46
C: -1.86364 -1.35168 3.81688  -0.89
N: -0.62600 -2.26204 4.10674  0.27
C: 0.62125 -1.31466 4.11053  -0.76
C: -0.76090 -2.86022 5.51390  -0.87
C: -0.60901 -3.30195 2.95496  -0.83
C: 0.77128 -4.00737 2.70038  -0.40
O: 1.14554 -4.76307 3.81487  -0.60
H: -1.98335 -0.59890 4.59602  0.37
H: -2.76635 -1.96156 3.78152  0.38
H: -1.70703 -0.82308 2.87658  0.28
H: 1.53097 -1.85672 4.36876  0.40
H: 0.48424 -0.50195 4.82386  0.39
H: 0.87844 -0.94420 3.11820  0.13
H: -0.04419 -3.68100 5.54081  0.36
H: -1.76322 -3.27740 5.61093  0.39
H: -0.74452 -2.15675 6.34634  0.35
H: -1.09310 -2.97050 2.03632  0.54
H: -1.28471 -4.03890 3.38907  0.47
H: 1.48327 -3.21292 2.47673  0.21
H: 0.73056 -4.67490 1.83965  0.26
H: 1.92826 -4.43227 4.26155  0.39
C: 1.78029 3.60768 -0.67599  -0.95
N: 1.27285 4.84860 0.12772  0.22
C: 1.05857 4.50594 1.62541  -0.88
C: 2.44074 5.86559 0.03236  -0.98
C: -0.11761 5.27532 -0.54094  0.27
C: -0.36193 6.80826 -0.59086  -0.70
O: -0.40855 7.31673 0.74625  -0.50
H: 2.70033 3.20950 -0.24809  0.44
H: 1.99900 3.76763 -1.73177  0.42
H: 1.09271 2.78568 -0.47683  0.22
H: 2.08878 4.30824 1.92156  0.41
H: 0.43880 3.60949 1.64495  0.26
H: 0.66400 5.46892 1.94955  0.40
H: 3.37750 5.41701 0.36306  0.39
H: 2.21730 6.71044 0.68382  0.43
H: 2.60615 6.31502 -0.94680  0.36
H: -0.92373 4.79145 0.01056  0.02
H: -0.10473 4.92762 -1.57391  0.02
H: -1.27721 6.99872 -1.15131  0.50
H: 0.43225 7.27009 -1.17744  0.30
H: -1.25008 7.73643 0.93933  0.32
C: -3.39427 -2.08993 -1.66677  -0.84
N: -2.39182 -3.03234 -2.33516  0.22
C: -3.04605 -3.76041 -3.51374  -0.85
C: -1.21567 -2.17653 -2.89147  -0.91
C: -1.89739 -3.92939 -1.14756  0.02
C: -0.57370 -4.64724 -1.41759  -0.08
O: -0.64346 -5.45088 -2.56980  -0.54
H: -2.96866 -1.62099 -0.77962  0.18
H: -4.36907 -2.54632 -1.49477  0.36
H: -3.60837 -1.33596 -2.42427  0.39
H: -3.35530 -2.97901 -4.20791  0.40
H: -3.91064 -4.30249 -3.13068  0.35
H: -2.32801 -4.43461 -3.98064  0.30
H: -1.64314 -1.47510 -3.60795  0.58
H: -0.52487 -2.79793 -3.46135  0.34
H: -0.85895 -1.68129 -1.98837  0.15
H: -2.68377 -4.63925 -0.89101  0.56
H: -1.75807 -3.41776 -0.19524  -0.17
H: -0.27131 -5.30102 -0.59952  0.48
H: 0.26618 -3.96207 -1.53263  -0.30
H: 0.24658 -5.57384 -2.90790  0.36
C: 2.88582 -2.33822 -2.29116  -1.36
C: 3.68098 -2.01984 -1.06796  0.64
C: 5.20283 -2.14674 -1.34797  -0.84
O: 5.91562 -1.48935 -0.26491  -0.39
C: 7.31498 -1.89309 -0.15489  -0.76
N: 3.41970 -0.57861 -0.68045  0.01
H: 2.51416 -0.58969 -0.23325  -0.23
H: 4.05309 -0.16737 -0.00978  0.44
H: 3.48458 -0.04890 -1.53794  0.39
H: 1.83178 -2.08853 -2.16969  0.13
H: 2.76901 -3.38131 -2.58513  0.45
H: 3.29775 -1.89477 -3.19767  0.43
H: 3.33301 -2.54803 -0.18025  0.18
H: 5.54299 -1.66650 -2.26544  0.45
H: 5.39946 -3.21537 -1.43443  0.44
H: 7.67841 -2.20620 -1.13366  0.35
H: 7.50885 -2.63951 0.61541  0.27
H: 7.91644 -1.01781 0.09055  0.27
C: -2.58861 3.90481 -3.55754  0.46
F: -1.47109 3.50886 -4.17826  -0.20
F: -2.33204 4.97512 -2.90737  -0.19
F: -3.72386 3.98641 -4.26450  -0.18
S: -2.80122 2.60695 -2.20190  1.12
O: -3.09376 1.33420 -2.87821  -0.60
O: -1.55498 2.60892 -1.50844  -0.53
N: -4.18516 3.30821 -1.36617  -0.62
S: -3.98024 2.58632 0.01805  1.10
O: -4.27353 1.18396 -0.18521  -0.61
O: -2.77447 2.89065 0.81444  -0.59
C: -5.53641 3.32743 1.03558  0.40
F: -6.65685 3.27434 0.35569  -0.20
F: -5.60859 2.62333 2.20324  -0.20
F: -5.41776 4.63723 1.19808  -0.21

Values from the calculation:
* charge: +2
* max |F|: 4.20 eV Å⁻¹
* energy above the lowest of the compared OMol25 structures with the same formula, charge and spin: 285.2 kJ/mol

No. 2
C22H56N2O9 | the ωB97M-V functional and the def2-TZVPD basis

Each line ends with the Mulliken charge.
Atoms and positions in Å:
C: -7.83735 21.94641 13.52579  -0.74
N: -8.48632 21.86629 12.21243  0.91
O: -8.48225 22.88334 11.51944  -0.55
O: -8.95608 20.82895 11.98003  -0.46
H: -7.08358 21.16177 13.59110  0.26
H: -8.66107 21.93483 14.23956  0.30
H: -7.33012 22.89550 13.35249  0.31
C: -9.07033 21.10572 8.66987  -0.23
N: -10.17770 20.18029 9.11370  1.01
O: -9.82419 19.07522 9.48326  -0.53
O: -11.33563 20.52354 8.91033  -0.58
H: -9.57876 22.05605 8.83255  0.00
H: -8.58415 20.93032 7.71021  0.26
H: -8.29599 20.99740 9.42931  0.04
C: -17.50529 18.93541 11.00384  -1.20
C: -16.99612 19.84864 9.90300  0.20
O: -16.04992 20.78001 10.53474  -0.37
C: -14.88304 21.03135 9.68109  -0.08
C: -13.96794 21.93772 10.46857  -0.80
H: -16.67615 18.47766 11.54339  0.28
H: -18.09106 19.51580 11.71665  0.31
H: -18.20537 18.15454 10.70681  0.38
H: -16.39984 19.21124 9.25010  -0.08
H: -17.70724 20.47113 9.35996  0.31
H: -14.17097 20.22924 9.48701  0.21
H: -15.09435 21.56687 8.75552  0.26
H: -14.39612 22.93998 10.45339  0.05
H: -13.00686 22.14162 9.99650  0.15
H: -13.76631 21.60360 11.48631  0.39
C: -7.49724 18.10103 6.24276  -0.77
C: -6.00070 17.90859 6.12142  -0.10
O: -5.78107 17.06569 4.99622  -0.35
C: -4.47818 16.69803 4.65487  -0.36
C: -3.54918 17.91311 4.43197  -0.81
H: -7.94929 18.82334 6.92250  -0.08
H: -7.73794 18.49035 5.25353  0.35
H: -8.02182 17.14682 6.29167  0.19
H: -5.56618 18.88986 5.93058  0.30
H: -5.55025 17.58490 7.05972  0.29
H: -3.95455 16.06551 5.37169  0.30
H: -4.52595 16.06981 3.76541  0.33
H: -3.94206 18.60663 3.68847  0.29
H: -2.61793 17.42031 4.15266  0.39
H: -3.40275 18.42635 5.38236  0.04
C: -11.09201 16.29111 7.37898  -0.88
C: -12.15074 15.19008 7.34314  -0.44
O: -13.47708 15.67111 7.39623  -0.32
C: -13.85912 16.35414 6.22967  -0.43
C: -15.12179 17.25397 6.57620  -0.99
H: -10.05893 15.96427 7.26059  0.30
H: -11.25467 17.18623 6.77866  0.30
H: -11.03747 16.87153 8.29999  0.31
H: -12.07302 14.51281 6.49264  0.33
H: -11.99383 14.55878 8.21775  0.29
H: -13.09671 16.84159 5.62204  0.36
H: -14.10612 15.59934 5.48310  0.34
H: -16.00534 16.74997 6.96790  0.31
H: -15.47716 17.87089 5.75084  0.41
H: -14.82920 17.85327 7.43837  0.09
C: -5.22922 19.38859 10.52299  -1.10
C: -3.82696 19.11698 10.12799  -0.24
O: -3.21506 20.04885 9.28436  -0.33
C: -1.87801 19.54588 8.76768  -0.29
C: -1.08420 20.80565 8.40371  -1.07
H: -5.72991 18.46047 10.79870  0.39
H: -5.34030 20.23493 11.20083  0.34
H: -5.82013 19.73001 9.67308  0.20
H: -3.15994 19.03996 10.98662  0.30
H: -3.88699 18.10975 9.71567  0.28
H: -1.19491 19.03562 9.44673  0.31
H: -2.14406 18.81211 8.00684  0.28
H: -0.04955 20.47673 8.30679  0.37
H: -1.18913 21.49553 9.24106  0.29
H: -1.41818 21.10536 7.41036  0.26
C: -12.13265 24.92248 9.08178  -0.69
C: -12.42824 25.42014 10.53143  -0.32
O: -13.43123 26.47865 10.75716  -0.42
C: -14.66139 26.35155 10.05214  0.00
C: -15.68062 27.20294 10.90965  -1.21
H: -11.41760 24.13406 9.31672  0.03
H: -12.93568 24.51060 8.47055  0.29
H: -11.58569 25.61785 8.44509  0.41
H: -12.85466 24.65533 11.18053  0.24
H: -11.55225 25.80555 11.05314  0.33
H: -14.42983 26.54786 9.00527  0.29
H: -14.93714 25.29701 10.05648  0.09
H: -15.87330 26.88885 11.93547  0.28
H: -16.63860 27.28447 10.39611  0.38
H: -15.26557 28.21077 10.91998  0.31

Values from the calculation:
* SMILES: C[N+](=O)[O-].C[N+](=O)[O-].CCOCC.CCOCC.CCOCC.CCOCC.CCOCC
* max |F|: 4.49 eV Å⁻¹

no.,lowest unoccupied orbital energy (Eh),highest occupied orbital energy (eV)
1,-0.164,-12.412
2,0.003,-9.206